{
  "formula": "C36H64BN2O4P2",
  "method": "wB97M-V/def2-TZVPD",
  "species": ["C", "C", "P", "C", "P", "C", "O", "C", "C", "C", "C", "C", "C", "C", "C", "C", "C", "O", "C", "C", "C", "C", "C", "C", "C", "B", "C", "O", "C", "C", "C", "C", "N", "C", "H", "H", "H", "H", "H", "H", "H", "H", "H", "H", "H", "H", "H", "H", "H", "H", "H", "H", "H", "H", "H", "H", "H", "H", "H", "H", "H", "H", "H", "H", "H", "H", "H", "H", "H", "H", "H", "H", "H", "H", "H", "H", "H", "H", "H", "H", "C", "C", "C", "C", "C", "C", "N", "O", "C", "C", "C", "H", "H", "H", "H", "H", "H", "H", "H", "H", "H", "H", "H", "H", "H", "H", "H", "H", "H"],
  "positions_angstrom": [[-3.2510, -4.0172, 3.6987], [-3.4626, -2.5578, 2.9860], [-3.2788, -2.5448, 1.0816], [-4.1249, -0.8613, 0.5743], [-1.1968, -2.5420, 0.4216], [-0.5687, -1.5685, 1.9344], [-1.2390, -0.2549, 2.1484], [-0.7222, 0.4153, 3.3588], [-0.5405, -0.3352, 4.8413], [0.0189, 0.3978, 6.1957], [0.1229, -0.5056, 7.5968], [0.4360, 2.0040, 6.2005], [0.2381, 2.7937, 4.7554], [-0.3086, 2.0363, 3.3678], [-0.4424, 3.0209, 2.0457], [0.1676, 2.3729, 0.6686], [-2.0342, 3.4619, 1.8138], [0.4021, -2.4468, -0.2567], [1.3184, -3.4566, 0.2869], [2.8354, -2.7505, 0.2524], [3.3292, -2.3473, -1.2578], [3.9352, -3.6370, 1.1127], [4.4979, -2.6710, 2.3363], [5.6226, -1.5885, 1.7426], [5.2569, -3.4931, 3.5347], [-1.8092, -1.5986, -1.1774], [-1.2058, -0.1310, -1.6593], [-2.8672, -2.1767, -2.0796], [-1.2717, -4.4698, 0.2707], [-1.0678, -5.4985, 1.5755], [-1.1630, -7.0764, 1.1104], [-1.4451, -7.6200, -0.3976], [-1.6025, -6.6538, -1.5212], [-1.5009, -5.2113, -1.1620], [-3.9052, -4.0657, 4.6962], [-3.4126, -4.9425, 3.0012], [-2.1224, -4.0375, 4.0865], [-4.5977, -2.2529, 3.1998], [-2.8153, -1.7735, 3.5609], [-5.0073, -0.7392, 1.3694], [-4.6487, -0.9154, -0.4707], [-3.4266, 0.0632, 0.7346], [-0.6883, -2.2988, 2.8714], [0.5935, -1.3140, 1.9067], [-0.8133, -1.4792, 4.9122], [-0.7193, -0.2005, 8.3581], [-0.0193, -1.6365, 7.2580], [1.2176, -0.3727, 8.0412], [0.8481, 2.5764, 7.1592], [0.4941, 3.9379, 4.7382], [0.1318, 4.0556, 2.2043], [0.8320, 1.4490, 0.9954], [-0.7573, 2.0663, -0.0002], [0.7722, 3.1679, 0.0237], [-2.0929, 4.5447, 1.3246], [-2.5723, 2.7282, 1.0475], [-2.6218, 3.4048, 2.8314], [1.4336, -4.4271, -0.3851], [1.1432, -3.7108, 1.4330], [2.6990, -1.7307, 0.8487], [2.7294, -1.3829, -1.6199], [3.2696, -3.2360, -2.0168], [4.4567, -1.9713, -1.1491], [3.3785, -4.5514, 1.6076], [4.8534, -3.9960, 0.4813], [3.6459, -2.0174, 2.8158], [6.4432, -2.1193, 1.0974], [6.1458, -1.0761, 2.6630], [5.0617, -0.7334, 1.1432], [6.3874, -3.7683, 3.2778], [5.3268, -2.7715, 4.4818], [4.7000, -4.4562, 3.9006], [-0.1878, 0.0537, -1.1127], [-2.0267, 0.6834, -1.4594], [-0.9648, -0.2552, -2.8216], [-2.7981, -1.6917, -2.9701], [-0.8658, -5.1052, 2.6578], [-1.0202, -7.8992, 1.9573], [-1.5269, -8.7860, -0.6397], [-1.6055, -4.4603, -2.0871], [-1.4216, 3.9939, -6.6685], [-1.5389, 4.0731, -5.1160], [-1.7052, 5.5550, -4.6821], [-0.4201, 6.3713, -4.8014], [0.7324, 5.6864, -4.0703], [0.9332, 4.2046, -4.4897], [-0.3436, 3.4183, -4.4801], [-0.6696, 3.1570, -3.1356], [1.5759, 4.1435, -5.9001], [2.0284, 3.5766, -3.5699], [-2.8702, 3.3123, -4.8073], [-2.4096, 3.9223, -7.1446], [-0.9554, 4.8771, -7.1063], [-0.8665, 3.1065, -6.9840], [-2.0524, 5.6046, -3.6411], [-2.4890, 6.0374, -5.2838], [-0.1590, 6.5289, -5.8525], [-0.5800, 7.3673, -4.3744], [1.6533, 6.2575, -4.2451], [0.5397, 5.7468, -2.9903], [1.6456, 3.1091, -6.2578], [2.5962, 4.5487, -5.8870], [1.0449, 4.7277, -6.6508], [1.7816, 3.6534, -2.5020], [2.9907, 4.0917, -3.6923], [2.1907, 2.5191, -3.8086], [-2.8039, 2.2631, -5.1211], [-3.7119, 3.7653, -5.3447], [-3.1414, 3.3368, -3.7462]],
  "forces_ev_per_angstrom": [[0.96, 0.49, 0.89], [-1.14, 0.24, 1.55], [-2.73, -0.01, 0.83], [-0.79, 0.82, 1.13], [0.36, 0.18, -0.69], [2.45, 0.17, 2.24], [1.55, 0.05, 2.65], [1.49, 2.36, 3.74], [0.82, 2.90, -0.32], [-0.39, 1.79, -2.36], [0.27, 0.11, -1.60], [-1.78, -2.02, -4.36], [-0.79, -4.08, 0.94], [0.40, -0.88, 2.15], [-0.48, 0.55, -0.10], [-0.56, 0.02, 0.16], [-0.05, -0.29, -0.32], [0.53, -2.39, 0.80], [3.19, 0.67, -0.21], [-0.38, 0.41, 0.27], [0.43, 0.92, 0.83], [-0.56, 0.89, 0.90], [1.41, 0.06, -0.18], [-0.81, 0.21, 0.60], [0.33, 0.51, 0.76], [-1.74, 0.73, -3.23], [0.48, -1.03, -0.10], [3.01, 1.80, 0.49], [0.05, -5.56, 0.47], [-0.93, -1.59, -5.91], [-0.24, 1.54, -0.94], [0.36, 4.35, 1.28], [0.95, 1.56, 5.47], [0.29, -0.42, 1.56], [1.32, -0.06, -2.36], [0.08, 1.89, 1.35], [-2.31, -0.19, -0.82], [2.41, -0.55, -0.64], [-1.18, -1.32, -1.10], [1.89, -0.28, -1.66], [1.38, 0.08, 1.96], [-1.35, -1.59, -0.58], [-0.05, 1.61, -1.80], [-2.39, -0.71, -0.21], [0.63, 2.57, -0.06], [1.82, -0.57, -1.54], [0.29, 2.44, 0.94], [-2.53, -0.26, -0.83], [-1.04, -1.52, -2.35], [-0.58, -2.52, -0.25], [-1.10, -2.49, 0.26], [-1.31, 1.90, -1.12], [2.17, 0.27, 1.38], [-1.13, -1.76, 1.59], [0.12, -2.29, 1.22], [1.22, 1.41, 1.69], [1.18, 0.36, -2.06], [-0.80, 1.88, 1.52], [0.03, 0.37, -2.41], [0.30, -2.02, -1.30], [1.09, -2.38, 0.59], [0.05, 1.75, 1.44], [-2.34, -0.99, -0.38], [1.21, 1.62, -1.07], [-1.87, 0.59, 1.09], [1.43, -1.50, -1.00], [-1.68, 1.00, 1.14], [-0.97, -0.97, -1.82], [1.33, -1.86, 1.03], [-2.54, 0.49, 0.29], [-0.15, -1.52, -2.01], [0.97, 1.78, -0.89], [-2.07, 0.08, -1.06], [1.79, -1.34, -0.53], [-0.62, 0.60, 2.36], [-0.27, -0.86, 2.06], [-0.43, -1.11, -2.34], [-0.35, 1.98, -2.02], [0.23, 3.01, 0.63], [0.16, -2.01, 2.26], [0.03, 0.05, -0.12], [-1.33, -0.07, -1.40], [0.18, 0.00, 0.20], [0.04, -0.11, -0.02], [-0.37, -0.06, 0.11], [1.92, 0.13, -0.59], [-1.33, 0.90, 4.79], [0.91, 0.21, -3.62], [-0.12, 0.10, -0.28], [-0.64, -0.11, 0.44], [0.50, -0.10, 0.64], [0.17, 0.04, 0.37], [0.13, -0.10, 0.06], [0.02, 0.11, 0.10], [0.08, -0.24, -0.10], [0.09, -0.35, 0.01], [-0.02, -0.03, 0.02], [0.01, -0.10, -0.07], [-0.01, -0.34, -0.03], [0.01, -0.24, -0.12], [-0.09, 0.16, 0.12], [-0.25, -0.09, 0.26], [-0.07, -0.10, 0.06], [-0.16, -0.11, -0.36], [-0.37, 0.04, -0.26], [-0.13, 0.16, 0.01], [0.08, 0.18, 0.06], [0.41, 0.09, -0.08], [0.29, -0.05, -0.15]],
  "energy_ha": -2527.24188,
  "s2": 0.75,
  "lumo_ev": [-0.1, -0.4],
  "multiplicity": 2,
  "homo_lumo_gap_ev": [7.280, 6.968]
}

=====

{
  "formula": "C5H9O",
  "method": "wB97M-V/def2-TZVPD",
  "species": ["C", "C", "C", "C", "C", "O", "H", "H", "H", "H", "H", "H", "H", "H", "H"],
  "positions_angstrom": [[0.3663, -0.4537, -0.9465], [-2.1117, 1.3209, 0.1045], [-0.1630, -0.0213, 0.4742], [1.0538, -0.7002, 1.0732], [1.6630, -1.0118, -0.3807], [-1.0992, 0.6223, 0.9172], [-0.1872, -0.8519, -1.8164], [0.5109, 0.6674, -1.1485], [-1.9840, 1.0766, -1.0344], [-3.0047, 0.7082, 0.2108], [0.8423, -1.4557, 1.7545], [-2.0233, 2.4235, 0.3053], [1.6276, 0.0366, 1.6019], [2.5329, -0.3220, -0.5101], [1.9762, -2.0391, -0.6050]],
  "forces_ev_per_angstrom": [[-1.24, 3.24, 0.06], [0.20, -0.86, -3.15], [2.23, -4.34, -3.15], [0.64, 2.00, -1.28], [0.05, 0.71, 1.87], [-0.69, 1.51, 1.02], [0.01, 0.11, 0.78], [0.41, -0.97, -0.81], [0.69, 0.81, 1.92], [-0.46, 0.96, 1.10], [-0.53, -1.67, 1.04], [-0.56, -1.47, 0.13], [0.51, 0.37, 0.56], [-0.74, -0.75, -0.25], [-0.53, 0.35, 0.16]],
  "energy_ha": -270.78586,
  "total_charge": 1,
  "lumo_ev": -4.6,
  "multiplicity": 1,
  "homo_lumo_gap_ev": 11.189
}

=====

{
  "formula": "C20H25GeIrN5S2Se2Te2",
  "method": "wB97M-V/def2-TZVPD",
  "species": ["Ir", "Se", "Te", "Te", "Se", "N", "C", "C", "C", "C", "C", "C", "S", "N", "C", "C", "C", "C", "C", "C", "N", "H", "H", "H", "H", "H", "H", "H", "H", "H", "C", "N", "C", "C", "N", "C", "S", "H", "H", "H", "H", "H", "H", "C", "Ge", "C", "C", "C", "H", "H", "H", "H", "H", "H", "H", "H", "H", "H"],
  "positions_angstrom": [[-1.6453, 0.4498, 0.7831], [-2.6407, 2.1866, 2.1423], [-2.5601, 1.7174, 4.5995], [-2.3171, -0.9684, 4.5784], [-1.3547, -1.3823, 2.2550], [1.2394, 2.1249, -2.0758], [2.2442, 1.1483, -2.1694], [2.8667, 0.8434, -3.3728], [3.8932, -0.0907, -3.4070], [4.2775, -0.7512, -2.2484], [3.6312, -0.4729, -1.0506], [2.6346, 0.4903, -1.0011], [1.8607, 1.0086, 0.4888], [0.2948, 1.2854, -0.0746], [0.1242, 1.8334, -1.2612], [-1.1868, 2.0758, -1.7194], [-1.5230, 2.7216, -2.9410], [-2.8230, 2.9960, -3.2428], [-3.8421, 2.6283, -2.3320], [-3.4705, 1.9625, -1.1866], [-2.2085, 1.6659, -0.8721], [0.9873, 2.5126, -2.9701], [2.5516, 1.3459, -4.2810], [4.3822, -0.3127, -4.3471], [5.0670, -1.4908, -2.2782], [3.9046, -0.9934, -0.1406], [-0.7479, 3.0245, -3.6337], [-3.0690, 3.4985, -4.1700], [-4.8845, 2.8338, -2.5242], [-4.2133, 1.6285, -0.4730], [3.8101, 1.5503, 5.7182], [3.1052, 0.4753, 5.0645], [3.3990, -0.8771, 5.1490], [2.5107, -1.5209, 4.3691], [1.6914, -0.5640, 3.8131], [2.0418, 0.6814, 4.2285], [1.3725, 2.1520, 3.8193], [4.4724, 1.1281, 6.4719], [3.0914, 2.2227, 6.1839], [4.3897, 2.1275, 4.9964], [4.2026, -1.2504, 5.7573], [2.3858, -2.5692, 4.1689], [0.9054, -0.7641, 3.2000], [-4.0860, -1.4205, -2.0094], [-2.4218, -2.2654, -1.4057], [-2.9482, -3.7454, -0.2183], [-1.5452, -3.0531, -2.9849], [-1.2107, -1.0646, -0.5298], [-4.7037, -2.1574, -2.5278], [-3.8869, -0.5897, -2.6864], [-4.6489, -1.0383, -1.1566], [-3.6208, -4.4388, -0.7280], [-3.4503, -3.3450, 0.6632], [-2.0663, -4.2919, 0.1187], [-2.2113, -3.7508, -3.4965], [-0.6430, -3.5909, -2.6883], [-1.2571, -2.2691, -3.6871], [-0.1509, -1.2902, -0.6775]],
  "forces_ev_per_angstrom": [[-0.12, -0.19, -0.14], [0.06, 0.08, -0.04], [0.06, -0.04, -0.05], [-0.07, 0.03, 0.02], [0.10, -0.19, 0.15], [-0.03, -0.02, -0.03], [0.02, -0.01, 0.02], [0.01, 0.00, -0.01], [0.00, 0.00, 0.01], [-0.01, 0.00, 0.00], [0.01, 0.00, -0.01], [-0.07, 0.03, -0.04], [0.11, -0.01, 0.11], [-0.11, 0.09, 0.02], [0.01, 0.01, 0.00], [-0.01, 0.01, 0.02], [-0.01, 0.01, 0.00], [0.01, 0.01, -0.01], [0.00, -0.03, 0.00], [-0.04, -0.03, -0.03], [0.07, 0.04, -0.01], [0.01, 0.01, 0.01], [0.00, 0.00, 0.00], [0.00, 0.00, 0.00], [0.00, 0.00, 0.00], [0.00, 0.00, 0.00], [0.00, -0.01, -0.01], [0.00, 0.00, 0.00], [0.00, 0.00, 0.00], [0.00, -0.01, 0.01], [0.01, 0.00, 0.01], [-0.01, 0.01, -0.01], [0.01, 0.02, 0.01], [-0.02, -0.03, 0.01], [0.03, -0.10, 0.01], [0.06, -0.03, -0.02], [0.00, 0.00, 0.03], [0.00, -0.01, 0.00], [0.00, 0.00, 0.00], [-0.01, 0.00, 0.00], [0.00, 0.00, 0.00], [-0.01, 0.00, -0.01], [-0.08, 0.21, -0.04], [0.00, 0.04, 0.02], [-0.02, -0.06, 0.01], [-0.01, 0.00, 0.00], [0.01, 0.01, 0.00], [0.01, 0.08, 0.00], [0.00, 0.01, 0.00], [0.01, 0.02, -0.01], [0.01, 0.01, 0.01], [0.00, 0.00, -0.02], [0.01, -0.01, 0.00], [0.00, -0.01, 0.00], [0.00, 0.00, 0.00], [0.00, 0.00, 0.00], [0.00, 0.00, 0.00], [0.00, 0.04, -0.01]],
  "energy_ha": -9367.47267,
  "s2": 6.04,
  "total_charge": -1,
  "lumo_ev": [2.3, 1.5],
  "multiplicity": 5,
  "homo_lumo_gap_ev": [5.092, 5.531]
}